<1>
11
Properties=species:S:1:pos:R:3 method="wB97M-V/def2-TZVPD" orbital_gap_ha=0.3785 charge=+1 molar_mass_g_mol=46.093 homo_energy_ha=-0.5353
N 1.508 0.261 1.094
C -1.593 -0.463 -0.390
C -0.920 0.028 -1.432
H -1.579 -1.535 -0.161
H 0.676 0.115 0.491
H 2.351 0.373 0.498
H 1.632 -0.559 1.718
H -0.935 1.100 -1.662
H -0.334 -0.626 -2.088
H 1.374 1.115 1.668
H -2.179 0.191 0.266

<2>
11
Properties=species:S:1:pos:R:3 method="wB97M-V/def2-TZVPD" orbital_gap_ha=0.3831 charge=+1 molar_mass_g_mol=46.093 homo_energy_ha=-0.5343
N 0.736 1.335 0.689
C -0.829 -1.445 -0.015
C -0.370 -0.747 -1.054
H -0.937 0.015 -1.590
H -1.872 -1.385 0.265
H -0.080 -1.988 0.549
H -0.039 0.758 1.036
H 0.664 2.314 0.981
H 1.615 1.027 1.110
H 0.638 1.210 -0.321
H 0.473 -1.095 -1.650

Relative energy of each structure, in kcal/mol: <1> 0.0; <2> 12.5.

<1>
43
Properties=species:S:1:pos:R:3 method="wB97M-V/def2-TZVPD" orbital_gap_ha=0.3279 smiles="CC[C@@H](Cc1ccccc1)NC(=O)Cn1ncc2ccsc2c1=O" charge=0 molar_mass_g_mol=341.436 homo_energy_ha=-0.3262
S 3.485 -0.648 -1.869
O 0.703 0.882 -2.145
O -1.979 2.259 1.115
N 1.060 2.089 -0.247
N -1.664 0.919 -0.682
N 1.751 2.422 0.833
C -1.381 1.966 0.103
C -0.597 -1.397 0.534
C 1.840 -1.360 1.894
C -1.909 -1.458 -0.204
C 2.883 1.858 1.087
C 4.652 0.148 0.299
C -3.757 -0.134 -1.348
C 0.760 -0.641 2.377
C 1.427 1.139 -1.191
C -0.452 -0.670 1.710
C 0.499 -2.101 0.050
C -0.192 2.801 -0.414
C 2.701 0.547 -0.907
C 3.440 0.878 0.225
C 4.798 -0.696 -0.752
C 1.704 -2.095 0.730
C -2.624 -0.103 -0.316
C -4.898 -1.062 -0.950
H 5.617 -1.361 -0.947
H -2.569 -2.160 0.311
H -0.330 3.020 -1.476
H -4.574 -2.100 -0.931
H -3.352 -0.439 -2.316
H 0.858 -0.059 3.281
H 3.384 2.181 1.985
H -3.034 0.196 0.654
H -0.130 3.717 0.174
H -1.285 -0.113 2.112
H 2.539 -2.665 0.348
H 2.783 -1.349 2.423
H -1.728 -1.845 -1.210
H 5.367 0.256 1.094
H -4.142 0.882 -1.452
H -1.069 0.738 -1.487
H 0.408 -2.666 -0.867
H -5.715 -0.977 -1.663
H -5.276 -0.799 0.035

<2>
43
Properties=species:S:1:pos:R:3 method="wB97M-V/def2-TZVPD" orbital_gap_ha=0.3314 smiles="CCN(c1cccc(C)c1)S(=O)(=O)c1ccc(-n2cccn2)cc1" charge=0 molar_mass_g_mol=341.436 homo_energy_ha=-0.3219
S 1.762 -0.660 2.009
O 2.635 -1.727 1.628
O 2.164 0.198 3.083
N -0.351 2.117 -2.768
N 0.243 -1.294 2.390
N -1.341 2.996 -2.577
C -1.732 3.376 -3.772
C 1.357 0.302 0.551
C -0.018 -2.678 0.447
C 0.625 1.466 0.700
C -0.431 -0.735 3.546
C -2.206 -1.169 -0.401
C 1.042 0.364 -1.819
C 1.580 -0.241 -0.700
C -0.482 -1.625 1.231
C -1.730 -2.219 -1.174
C -0.980 2.739 -4.775
C -0.105 1.936 -4.092
C 0.270 1.515 -1.675
C -0.648 -2.970 -0.747
C 0.150 -1.344 4.816
C -1.580 -0.886 0.805
C 0.083 2.078 -0.412
C -3.341 -0.309 -0.870
H 0.488 1.879 1.687
H 0.666 1.286 -4.450
H -1.070 2.858 -5.834
H -4.045 -0.124 -0.062
H 1.195 -0.080 -2.790
H -1.938 -0.059 1.401
H -2.960 0.655 -1.207
H -2.207 -2.448 -2.116
H -0.313 0.354 3.577
H -0.291 -3.789 -1.353
H -0.385 -0.970 5.685
H -1.493 -0.979 3.467
H -3.869 -0.777 -1.696
H -0.509 2.976 -0.331
H -2.530 4.083 -3.881
H 2.163 -1.145 -0.774
H 1.198 -1.076 4.899
H 0.064 -2.427 4.782
H 0.842 -3.234 0.782

Relative energy of each structure, in kcal/mol: <1> 0.0; <2> 40.1.

<1>
22
Properties=species:S:1:pos:R:3 method="wB97M-V/def2-TZVPD" orbital_gap_ha=0.4490 charge=+2 molar_mass_g_mol=263.433 homo_energy_ha=-0.6816
Ba -9.144 7.410 -7.242
O -10.468 5.064 -8.209
O -11.854 7.836 -7.536
O -8.635 5.115 -5.897
O -9.516 10.141 -7.718
O -7.000 8.532 -6.135
O -7.148 5.852 -8.302
O -9.984 8.252 -4.796
H -6.530 5.190 -7.962
H -12.217 8.239 -8.339
H -6.070 8.640 -6.392
H -9.157 4.541 -5.318
H -8.740 10.485 -8.190
H -7.181 5.689 -9.259
H -12.633 7.566 -7.029
H -10.259 10.685 -8.019
H -7.058 8.937 -5.257
H -9.433 8.401 -4.014
H -11.225 4.622 -7.799
H -10.884 8.454 -4.500
H -7.826 4.618 -6.066
H -10.227 4.494 -8.952

<2>
22
Properties=species:S:1:pos:R:3 method="wB97M-V/def2-TZVPD" orbital_gap_ha=0.4416 charge=+2 molar_mass_g_mol=263.433 homo_energy_ha=-0.6880
Ba 0.605 -0.189 0.266
O -1.947 -1.582 0.381
O 3.180 0.911 0.197
O 0.037 -0.897 3.026
O 1.660 0.850 -2.245
O -1.317 1.276 -1.498
O -0.159 -1.715 -2.185
O -1.370 1.263 1.766
H 3.165 1.844 0.445
H -0.997 -2.190 -2.044
H -2.254 1.367 -1.338
H 3.999 0.581 0.555
H -2.447 -1.328 1.146
H -1.595 2.113 1.345
H 2.526 0.786 -2.616
H 0.796 -1.253 3.485
H -2.227 -2.447 -0.004
H 1.157 1.376 -2.908
H 0.464 -2.407 -2.085
H -1.547 1.438 2.714
H -1.275 0.590 -2.133
H -0.457 -0.390 3.739

Relative energy of each structure, in kcal/mol: <1> 0.0; <2> 17.2.

<1>
7
Properties=species:S:1:pos:R:3 method="wB97M-V/def2-TZVPD" orbital_gap_ha="0.2821 / 0.1873" charge=-1 molar_mass_g_mol=95.168 homo_energy_ha="-0.1398 / -0.0809"
S 2.704 1.724 -0.021
S 1.689 0.032 0.203
O 2.372 -1.122 -0.471
C -1.750 0.041 0.097
H -1.207 -0.121 0.971
H -2.708 -0.448 0.079
H -1.099 -0.106 -0.859

<2>
7
Properties=species:S:1:pos:R:3 method="wB97M-V/def2-TZVPD" orbital_gap_ha="0.2806 / 0.1707" charge=-1 molar_mass_g_mol=95.168 homo_energy_ha="-0.1373 / -0.0633"
S -1.430 -1.525 2.146
S -1.966 -2.346 0.500
O -1.892 -0.170 2.350
C 1.295 0.887 -1.232
H 1.709 1.029 -0.243
H 1.898 0.901 -2.045
H 0.386 1.224 -1.477

Relative energy of each structure, in kcal/mol: <1> 0.0; <2> 5.1.

<1>
22
Properties=species:S:1:pos:R:3 method="wB97M-V/def2-TZVPD" orbital_gap_ha="0.2991 / 0.3167" charge=+1 molar_mass_g_mol=128.271 homo_energy_ha="-0.4637 / -0.4711"
Si -2.197 -1.056 1.652
N 1.090 0.252 0.649
C 0.052 0.024 -1.578
C 2.123 -0.313 -0.307
C -2.169 0.773 1.248
C -0.046 0.672 -0.194
C 1.242 -0.959 -1.386
C 0.242 1.547 -1.359
H -0.511 2.070 -1.869
H 0.984 -2.005 -1.079
H 2.771 -0.969 0.368
H 1.175 2.015 -1.656
H -0.891 -0.209 -1.975
H 2.742 0.507 -0.504
H -2.707 -1.944 0.669
H 1.709 -1.100 -2.467
H 0.843 -0.592 1.153
H -1.582 1.370 2.062
H -0.718 -1.249 1.866
H -2.844 -1.193 3.059
H 1.482 1.063 1.068
H -2.793 1.296 0.581

<2>
22
Properties=species:S:1:pos:R:3 method="wB97M-V/def2-TZVPD" orbital_gap_ha=0.3791 smiles=C#C[C@@H]([NH3+])[Si](C)(C)C charge=+1 molar_mass_g_mol=128.271 homo_energy_ha=-0.5137
Si -0.201 -0.049 -0.749
N -0.058 1.328 1.806
C -0.170 -0.008 1.173
C 1.690 -1.637 2.050
C -1.284 1.358 -1.313
C -0.979 -1.758 -0.806
C 0.840 -0.852 1.819
C 1.499 0.113 -1.556
H -0.928 2.303 -0.790
H -2.338 1.037 -1.024
H -1.219 1.564 -2.395
H -1.232 -0.309 1.339
H -0.248 -2.608 -0.444
H 2.418 -2.309 2.438
H 2.338 -0.538 -1.023
H 1.538 -0.227 -2.566
H 0.735 1.862 1.821
H -0.655 2.029 1.261
H -0.479 1.402 2.713
H -1.200 -2.021 -1.822
H -1.996 -1.870 -0.344
H 1.930 1.192 -1.587

Relative energy of each structure, in kcal/mol: <1> 85.9; <2> 0.0.

<1>
120
Properties=species:S:1:pos:R:3 method="wB97M-V/def2-TZVPD" orbital_gap_ha="0.3378 / 0.1023" multiplicity=2 charge=+1 molar_mass_g_mol=720.600 homo_energy_ha="-0.4712 / -0.4712"
O -2.233 4.656 0.126
O 3.574 -4.485 3.129
O 2.078 -0.763 0.070
O 2.510 0.782 -5.127
O -0.804 1.371 -5.515
O 1.758 -2.703 6.162
O 4.230 4.721 -0.335
O 1.400 -2.752 1.809
O -0.818 6.767 -0.391
O 3.153 1.452 -2.216
O -5.594 -0.443 -0.996
O 0.129 5.886 -2.875
O 3.461 1.682 4.366
O 0.080 -4.275 -2.771
O -2.376 -5.679 2.887
O -2.881 2.146 -0.872
O 0.806 3.978 1.292
O 4.068 -4.206 -1.169
O -1.527 -1.627 -3.905
O -0.252 0.858 5.978
O -0.450 -4.681 0.468
O -4.276 0.643 1.966
O -4.410 -0.577 -3.375
O 4.841 -0.713 -0.769
O -3.482 3.196 3.895
O -5.490 -2.558 1.097
O -0.193 -2.766 -1.088
O -2.563 2.826 -4.072
O 1.854 1.721 1.883
O -2.831 -3.820 1.342
O 2.189 -2.207 -2.269
O 1.414 -0.850 4.325
O 0.838 -0.556 -3.803
O -0.543 3.106 -1.316
O 0.402 0.711 -1.477
O 4.509 1.630 0.734
O -0.426 -0.344 2.224
O -0.317 -2.990 4.863
O -2.657 -1.586 0.458
O 1.278 2.741 -3.637
H -5.326 -1.439 -0.934
H -0.592 6.847 -1.277
H -0.318 -3.700 -0.868
H 3.674 -5.139 2.396
H -2.696 3.433 -4.785
H 0.749 -2.781 -1.305
H -5.088 -0.194 -0.204
H 1.671 -0.044 -0.478
H -0.892 -2.769 5.606
H 2.711 1.627 1.412
H 1.281 -2.175 -2.650
H -0.645 -4.634 -3.273
H 1.462 -0.505 -4.554
H 2.890 2.336 -1.884
H -4.655 0.333 2.752
H 4.177 0.919 0.258
H 0.877 3.688 2.188
H 1.659 0.981 -4.683
H -4.827 -1.889 1.192
H 3.207 1.527 -3.206
H 0.725 5.157 -2.992
H -1.559 1.827 -5.915
H -4.581 -0.177 -2.555
H 0.079 -4.252 1.135
H 2.638 -4.550 3.328
H -1.431 6.008 -0.388
H 2.352 -1.915 6.189
H -1.991 -1.083 0.926
H 5.778 -0.491 -0.787
H 4.007 3.963 0.144
H -0.105 -0.771 -4.116
H 4.692 -1.639 -0.516
H -4.790 -3.204 0.809
H 0.487 2.595 -3.016
H -0.270 -5.602 0.340
H -2.341 -1.207 -4.144
H 0.634 0.297 -2.336
H 3.421 5.258 -0.450
H -4.837 -0.067 -4.073
H 3.547 -4.706 -1.825
H 4.459 1.607 1.765
H -1.088 0.668 -6.109
H -2.656 -3.002 1.847
H 2.145 -3.368 5.573
H -0.008 -3.867 5.180
H 2.980 0.872 4.253
H 2.791 -1.138 -0.377
H 1.431 3.644 -3.391
H 0.643 -3.923 -3.494
H 1.311 1.569 1.080
H -0.751 1.737 5.979
H -2.121 -4.013 0.710
H 2.945 1.605 -5.248
H 2.869 2.371 4.199
H 0.759 -1.506 4.540
H -1.137 2.262 -1.310
H 2.394 -1.302 -2.590
H 0.269 0.361 2.364
H -3.168 -5.270 3.179
H 1.580 -2.062 1.124
H -2.412 3.415 -3.347
H 1.629 3.819 0.889
H 1.755 -2.418 2.627
H -1.914 -4.961 2.475
H -2.798 3.498 3.347
H -0.151 0.102 -0.977
H -2.205 -1.982 -0.281
H 0.172 -1.091 2.279
H -3.733 2.597 -1.016
H -0.175 5.911 -1.905
H 3.601 -3.335 -1.349
H 0.903 -0.015 4.506
H -1.929 3.930 -0.534
H -1.500 4.790 0.704
H -3.212 1.606 -0.146
H -0.624 0.447 5.175
H -1.701 -1.454 -2.944
H -3.437 0.166 2.134
H -4.282 3.061 3.414
H 0.145 2.514 -0.883

<2>
120
Properties=species:S:1:pos:R:3 method="wB97M-V/def2-TZVPD" orbital_gap_ha="0.3321 / 0.1082" multiplicity=2 charge=+1 molar_mass_g_mol=720.600 homo_energy_ha="-0.4491 / -0.4491"
O 2.268 -4.562 0.447
O 1.043 1.240 0.305
O -2.131 0.959 -5.486
O 2.868 3.107 2.853
O -5.961 -1.236 -0.300
O -0.249 4.632 0.359
O 1.318 3.418 -1.362
O -2.131 -1.214 2.522
O -4.443 0.153 2.898
O 0.459 0.377 -2.781
O 3.091 -0.210 -0.174
O 3.715 3.912 -3.509
O -0.690 -2.067 6.024
O 0.306 -1.781 -1.077
O 3.594 -0.535 3.676
O 1.071 5.495 -3.077
O -0.262 1.595 2.449
O 2.897 -1.362 -4.751
O -0.533 2.418 -3.800
O 4.605 2.122 -1.119
O 5.111 -1.457 -0.605
O -1.886 -4.257 -2.605
O -3.142 -1.619 -0.166
O -4.838 -2.054 -2.617
O 3.144 -4.855 -2.169
O 3.456 1.188 -5.005
O -2.786 -2.179 4.651
O -1.770 1.646 -1.056
O 3.022 0.786 5.757
O 2.026 -1.350 1.636
O -3.906 -3.681 2.931
O -2.344 -5.257 0.585
O 0.023 -4.096 1.312
O 0.792 6.147 1.866
O 0.568 -0.925 -5.161
O 4.412 -2.826 1.840
O -2.231 3.114 2.664
O -5.200 2.180 0.043
O -3.504 0.283 -2.665
O -1.274 0.813 5.264
H -1.997 -0.053 -5.622
H -0.070 -1.170 -1.684
H -0.009 5.643 0.362
H -4.251 -0.438 -2.036
H 1.736 4.288 -1.422
H 3.069 -0.447 -1.106
H 0.637 1.031 1.174
H -4.884 2.122 0.879
H -2.824 -4.471 0.942
H -3.583 1.045 -2.176
H -3.945 -2.341 -3.047
H -5.301 -1.680 -3.430
H 4.206 2.929 -1.567
H -1.463 2.836 -4.095
H 0.987 5.346 2.256
H 5.061 -0.420 -0.270
H 3.142 0.000 3.029
H 3.766 3.077 2.842
H -2.555 -1.312 4.425
H 3.081 -4.146 0.347
H 2.599 -1.881 1.001
H -5.347 -1.117 -0.987
H -2.059 -5.100 -2.309
H -0.138 -2.124 5.309
H -2.669 3.270 3.498
H -0.162 6.325 2.070
H 0.480 -3.795 0.539
H -1.601 -1.225 1.787
H 2.234 1.362 5.938
H 0.142 2.024 3.246
H -0.006 -0.107 -5.271
H 2.715 3.590 2.084
H 3.556 3.829 -4.427
H -3.125 -2.317 -0.828
H 2.593 0.822 -5.232
H -1.527 -4.675 0.617
H -2.408 1.113 -4.626
H -1.940 3.934 2.073
H 4.037 2.872 -3.396
H -2.942 -0.716 -0.690
H 3.156 -4.210 -1.470
H -0.960 2.223 -1.175
H -4.972 -0.533 3.008
H 5.244 1.708 -1.605
H 1.235 0.121 -3.490
H -2.876 -2.068 2.243
H 2.812 0.051 6.434
H 0.443 -1.314 -0.288
H 2.577 0.627 0.002
H 0.479 4.694 -2.984
H -2.343 2.126 -0.567
H 5.036 -2.033 1.907
H -0.764 -1.018 6.161
H -2.002 -3.655 -1.905
H -0.937 0.100 4.499
H 2.448 -2.008 -4.213
H 1.708 5.428 -3.737
H 2.273 -5.117 -2.436
H 1.092 2.199 0.247
H -2.208 0.841 5.121
H -5.623 -0.800 0.465
H 0.880 0.531 -1.944
H -3.517 -0.281 2.619
H 0.001 -1.606 -5.361
H 3.901 0.366 -5.133
H -0.010 4.393 -0.433
H 4.542 -1.605 0.083
H 1.144 2.774 -2.010
H -4.401 -4.449 3.060
H 0.538 -3.569 2.003
H -0.847 2.194 2.030
H 2.408 -5.449 0.236
H -3.156 -3.187 3.469
H -3.376 -2.634 5.207
H 3.267 -0.444 4.601
H -5.615 2.999 -0.152
H -0.741 1.489 -3.880
H 4.531 -3.423 2.516
H 2.490 -1.024 -5.519
H 2.399 -0.424 1.602

Relative energy of each structure, in kcal/mol: <1> 0.0; <2> 161.9.

<1>
16
Properties=species:S:1:pos:R:3 method="wB97M-V/def2-TZVPD" orbital_gap_ha=0.3375 charge=+1 molar_mass_g_mol=114.124 homo_energy_ha=-0.5036
O -1.968 -0.855 0.252
O -0.797 1.079 -0.078
N 1.471 0.992 0.197
C 0.421 1.630 -0.085
C -0.841 -0.342 0.156
C 1.966 -0.102 0.638
C -3.289 -0.286 -0.123
C 2.653 -0.961 -0.357
H 0.572 2.599 -0.344
H 1.875 -0.038 1.751
H 3.773 -0.653 -0.071
H -3.343 -0.508 -1.109
H 2.353 -1.912 -0.045
H 2.527 -0.766 -1.435
H -3.887 -0.718 0.597
H -3.485 0.840 0.056

<2>
16
Properties=species:S:1:pos:R:3 method="wB97M-V/def2-TZVPD" orbital_gap_ha=0.3473 smiles="CO[C@H]([NH3+])c1cc1=O" charge=+1 molar_mass_g_mol=114.124 homo_energy_ha=-0.5009
O 0.716 -0.120 -0.497
O -3.920 -0.174 -0.528
N -0.659 -1.868 -0.059
C -2.927 0.392 -0.167
C -1.557 0.300 0.240
C -2.235 1.468 0.377
C 1.063 1.198 -0.626
C -0.360 -0.442 0.366
H 1.445 1.711 0.215
H 2.002 1.279 -1.162
H -0.845 -1.874 -1.091
H 0.330 1.746 -1.186
H 0.170 -2.427 0.251
H -0.102 -0.718 1.355
H -2.049 2.531 0.442
H -1.549 -2.198 0.407

Relative energy of each structure, in kcal/mol: <1> 19.2; <2> 0.0.

<1>
9
Properties=species:S:1:pos:R:3 method="wB97M-V/def2-TZVPD" orbital_gap_ha="0.2565 / 0.3209" charge=0 molar_mass_g_mol=184.968 homo_energy_ha="-0.2700 / -0.3123"
I 1.004 -2.280 -1.848
N 1.301 0.138 0.584
N 0.267 -1.907 -0.026
N 0.579 1.021 0.467
C -0.747 1.290 0.101
H 0.837 -2.407 0.652
H -0.737 2.136 -0.590
H -1.278 1.595 1.003
H -1.226 0.412 -0.344

<2>
9
Properties=species:S:1:pos:R:3 method="wB97M-V/def2-TZVPD" orbital_gap_ha=0.3267 charge=0 molar_mass_g_mol=184.968 homo_energy_ha=-0.3122
I -1.159 1.707 3.159
N -1.487 0.495 1.571
N -0.324 0.434 0.889
N -0.235 -0.393 -0.087
C 0.858 -0.341 -1.097
H -1.023 -0.973 -0.380
H 1.745 0.005 -0.635
H 0.873 -1.404 -1.602
H 0.753 0.470 -1.819

Relative energy of each structure, in kcal/mol: <1> 27.2; <2> 0.0.